Record 1
11
Properties=species:S:1:pos:R:3 method="wB97M-V/def2-TZVPD" multiplicity=2 lumo_energy_ev="0.60 / -4.14" homo_lumo_gap_ev="11.4 / 6.4" total_energy_ha=-397.10599 de_lowest_kj_mol=98.0 largest_force_ev_per_a=4.251 charge=0
O 1.939 -0.694 -1.071
O 2.752 0.338 0.713
O -1.996 -0.784 1.094
N -0.761 0.184 -0.450
C 1.867 0.010 -0.052
C 0.378 0.453 0.432
C -1.823 -0.583 -0.089
H 0.487 1.596 0.283
H -2.557 -0.894 -0.909
H 0.238 0.332 1.501
H -0.524 0.042 -1.451

Record 2
24
Properties=species:S:1:pos:R:3 method="wB97M-V/def2-TZVPD" lumo_energy_ev=0.33 homo_lumo_gap_ev=10.6 total_energy_ha=-462.94177 smiles=CC[C@H](C)O.O.O.O de_lowest_kj_mol=53.0 largest_force_ev_per_a=1.813 charge=0
O 0.304 -0.412 -1.468
O 1.670 -2.188 0.572
O -0.040 1.646 3.560
O -1.121 -1.545 -3.680
C 1.712 1.308 0.204
C -0.509 0.520 -0.703
C 0.236 1.019 0.543
C -1.840 -0.173 -0.431
H -2.255 -0.432 -1.405
H -0.824 1.569 3.014
H 1.887 1.461 -0.852
H 0.939 -0.780 -0.846
H 1.590 -2.855 -0.127
H 0.937 -2.476 1.123
H 0.116 0.226 1.272
H -0.232 1.934 0.904
H -1.433 -2.362 -3.284
H 2.021 2.163 0.811
H 2.321 0.526 0.648
H -0.128 1.250 4.426
H -0.690 1.337 -1.406
H -2.532 0.536 0.020
H -1.716 -1.050 0.203
H -0.413 -1.223 -3.099

Record 3
18
Properties=species:S:1:pos:R:3 method="wB97M-V/def2-TZVPD" lumo_energy_ev="-5.57 / -4.60" homo_lumo_gap_ev="9.3 / 8.0" total_energy_ha=-360.31146 de_lowest_kj_mol=692.2 largest_force_ev_per_a=5.160 charge=+1
N 2.622 0.633 -0.270
N 0.544 -0.123 -0.034
N 1.434 0.925 0.012
C 2.683 -0.692 -0.397
C -0.817 0.107 0.097
C -1.548 -1.182 0.106
C 1.342 -1.192 -0.173
C -1.244 1.434 0.655
H -2.619 -1.002 0.204
H 0.903 -2.128 -0.083
H -1.139 -1.803 0.971
H -1.465 1.322 1.753
H 1.057 1.891 -0.231
H -1.212 1.039 -2.344
H 3.552 -1.193 -0.373
H -1.314 -1.919 -0.608
H -0.627 2.252 0.441
H -2.152 1.632 0.273

Record 4
18
Properties=species:S:1:pos:R:3 method="wB97M-V/def2-TZVPD" lumo_energy_ev=-0.28 homo_lumo_gap_ev=8.4 total_energy_ha=-1689.47260 de_lowest_kj_mol=319.6 largest_force_ev_per_a=3.284 charge=0
Cl -0.472 2.963 1.803
Cl -3.089 1.458 -1.812
Cl 0.205 1.183 -2.510
C -2.502 -2.435 -2.108
C -2.015 4.093 0.097
C -2.290 0.005 -2.247
C -0.946 -0.161 -2.531
C -3.020 -1.164 -2.017
C -0.949 3.088 0.199
C -1.221 -2.544 -2.511
C -0.387 -1.445 -2.641
H -2.826 4.336 0.920
H 0.591 -1.630 -3.032
H -2.488 3.822 -0.832
H -1.608 5.088 -0.083
H -3.249 -3.248 -2.182
H -4.111 -1.131 -1.886
H -0.812 -3.585 -2.591